[1]
{"formula": "C20H22O2S", "method": "the ωB97M-V functional and the def2-TZVPD basis", "smiles": "C[C@]12CCC(=O)C=C1CCC[C@H]2[C@@H](O)c1csc2ccccc12", "charge": 0, "lumo_ev": 0.494, "largest_force_ev_per_a": 3.58, "species": ["C", "H", "H", "H", "S", "C", "C", "H", "H", "H", "C", "H", "H", "H", "H", "H", "H", "C", "C", "C", "H", "H", "H", "H", "C", "C", "H", "H", "H", "C", "C", "C", "C", "H", "O", "C", "C", "C", "C", "C", "O", "C", "H", "C", "H"], "xyz": [[-2.5819, -0.7089, 1.1125], [-3.4802, -3.0340, 4.1820], [2.0103, 0.4457, 1.5465], [2.2422, -2.4655, -0.4983], [-3.3861, -2.4314, -0.6952], [-2.2990, -0.2664, 2.3943], [1.1960, 0.2085, -0.3107], [1.4488, -2.7571, -2.1586], [1.6401, 4.1283, -0.8296], [-3.5252, -3.7994, 1.7649], [3.0798, 0.0922, -1.9052], [0.2642, -0.5753, -2.2242], [3.1518, 2.5191, -0.0820], [-0.1205, 0.9874, 1.1918], [3.2809, 2.6251, -1.8367], [-2.7103, -0.5265, -2.2564], [3.9055, 0.6124, -2.2958], [-3.2035, -2.8237, 2.0070], [1.3226, 3.1346, -0.9425], [-2.7804, -0.8437, -1.2116], [-0.2294, 3.3207, 0.5711], [-0.6581, 0.6402, -2.1745], [1.2627, 2.4706, 1.1650], [-1.9241, 0.7615, 2.5358], [1.7264, -0.4061, 0.9157], [2.4326, 0.8968, -1.0592], [2.7138, -0.8065, 0.7578], [0.7245, 2.9481, -1.8025], [-2.5090, -0.7814, 4.4957], [-1.4031, 1.1876, -0.4686], [-2.6648, -1.1078, 3.4543], [0.5800, -0.9622, -1.2040], [2.6929, 2.3613, -1.0135], [-0.2455, -1.4338, -0.5595], [-1.3649, 1.2652, -1.8311], [1.7750, -2.0129, -1.4058], [-3.1828, -2.3671, 3.2595], [2.8254, -1.3114, -2.2109], [0.5709, 2.6431, 0.3058], [-3.0018, -2.0286, 0.9126], [3.6078, -1.8692, -2.9508], [-2.2965, -0.1098, -0.1443], [-1.9416, 2.0261, -0.1271], [0.0232, 1.2333, 0.1866], [1.0312, -1.0792, 1.4396]], "forces_ev_per_a": [[1.180, -0.465, -0.775], [0.698, 1.395, -2.086], [-0.408, -0.187, 0.601], [-0.746, 0.364, -0.751], [0.468, 1.071, -1.075], [-0.567, 0.070, 1.090], [-1.786, 1.150, -1.940], [-0.051, -0.311, 0.985], [-0.208, 1.678, -0.101], [-0.393, -1.228, 0.186], [-0.433, 1.286, 0.793], [0.334, -1.041, 1.172], [1.098, 0.824, 1.211], [-0.523, -0.865, 1.579], [1.045, 0.625, -1.063], [-0.155, -0.456, 0.541], [1.228, -0.166, -1.350], [-1.300, -1.738, -1.662], [1.419, -1.935, 1.350], [0.395, 0.120, 1.109], [-0.095, 0.255, 0.317], [-1.496, 1.339, 0.726], [-0.141, 1.156, -0.454], [-0.148, -0.751, 0.184], [1.081, 0.674, 1.787], [-2.988, -1.924, -0.419], [0.125, -0.918, -0.113], [-0.405, 0.188, -0.872], [-0.124, 0.061, -0.646], [0.178, -2.940, 1.000], [0.783, 2.057, 1.133], [1.444, -0.470, 1.621], [-2.853, -1.082, 0.752], [0.989, 0.687, -1.491], [1.567, 0.012, -2.688], [-1.600, 0.377, -1.795], [0.104, -1.130, 3.331], [1.911, 0.439, 1.097], [0.932, -0.475, -0.199], [-0.214, 0.820, 0.912], [-0.435, -0.606, -0.472], [0.439, 1.133, -2.130], [-0.627, 1.222, 0.549], [-0.034, -0.512, -1.787], [0.314, 0.197, -0.157]]}

[2]
{"formula": "C20H23B2BrF4N5O4Sc", "method": "the ωB97M-V functional and the def2-TZVPD basis", "charge": 2, "lumo_ev": -7.698, "e_above_lowest_ev": 0.978, "largest_force_ev_per_a": 0.69, "species": ["H", "C", "Sc", "H", "C", "H", "C", "C", "F", "H", "C", "H", "C", "N", "N", "N", "H", "N", "H", "H", "N", "H", "C", "B", "H", "F", "C", "C", "C", "Br", "H", "H", "H", "C", "C", "H", "H", "C", "C", "C", "F", "C", "H", "O", "C", "B", "H", "H", "H", "O", "H", "H", "O", "O", "C", "H", "H", "C", "C", "F"], "xyz": [[2.5656, -4.9132, -2.6321], [1.5587, 0.9326, -2.5445], [-0.6556, 0.2029, 0.2261], [-2.0971, -4.0188, -2.4119], [1.2001, -3.5241, -1.7304], [-2.8126, -0.3343, 4.6335], [1.9298, 3.7394, 0.7562], [1.6192, 2.4934, 0.0235], [-0.4712, 2.2146, 1.3469], [1.7045, 3.6074, 1.8182], [-3.0335, 0.8758, 1.9356], [-0.0980, -0.8567, -4.8941], [1.3437, 0.0703, -3.6038], [1.4159, 0.3666, 0.7790], [-0.1637, -1.7338, -0.8804], [-2.4754, 1.1772, 0.8235], [-4.2689, 2.5955, 2.1057], [-1.3274, -0.6797, 1.9882], [2.5642, 1.1992, -2.2467], [0.1284, -5.0760, -2.7587], [0.6243, 2.4337, -0.8295], [3.3130, -3.3992, -2.1184], [-1.2358, -2.3664, -1.3554], [-1.2521, 3.1565, 0.5604], [-3.5618, 2.0168, 3.6340], [-1.3997, 4.3533, 1.1238], [0.0493, -0.2100, -4.0396], [-2.9734, -1.0042, 3.7842], [0.4507, 1.4889, -1.9102], [-2.8757, -1.4792, -1.0139], [4.0415, 0.1295, 0.9244], [-2.4643, -1.9441, 3.9794], [-1.6929, 1.7702, -1.9040], [0.0528, -4.1352, -2.2276], [2.3025, 1.2469, 0.4778], [4.3565, 1.6720, 0.0746], [-4.0475, -1.1669, 3.6920], [2.5592, -4.1436, -1.8634], [3.7437, 1.1705, 0.8227], [-2.4347, -0.3747, 2.5605], [1.5926, -2.0894, 3.3049], [-1.0400, 0.3720, -3.4169], [1.3766, 4.5878, 0.3650], [-2.5549, 2.4642, 0.3089], [-3.9992, 1.7139, 2.6792], [0.9012, -1.1025, 2.7283], [-4.8922, 1.1284, 2.9076], [3.0076, 3.9088, 0.6780], [3.9130, 1.6579, 1.7870], [-0.3796, 3.3438, -0.7226], [2.1911, -0.3572, -4.1229], [2.8546, -4.6078, -0.9213], [1.7468, -0.7720, 1.4029], [-0.4980, -1.6535, 2.4288], [-0.8536, 1.2318, -2.3345], [-2.0426, 0.1879, -3.7784], [1.8857, -1.7992, -0.6515], [1.0345, -2.3168, -1.0686], [-1.1933, -3.5553, -2.0440], [0.7675, 0.1040, 3.3645]], "forces_ev_per_a": [[0.002, 0.000, 0.000], [-0.095, -0.033, -0.003], [-0.240, -0.302, -0.570], [-0.009, 0.010, 0.007], [-0.024, 0.004, 0.007], [0.006, -0.005, 0.007], [-0.038, -0.038, -0.036], [0.001, 0.021, 0.012], [0.032, -0.008, 0.124], [0.008, 0.018, 0.002], [0.022, 0.002, 0.016], [-0.007, -0.001, 0.002], [0.003, 0.002, 0.007], [-0.002, 0.048, 0.085], [-0.047, -0.011, 0.050], [0.010, -0.001, -0.002], [0.000, 0.002, 0.005], [0.094, 0.109, 0.243], [0.009, 0.007, -0.006], [0.002, -0.006, 0.006], [0.002, 0.098, 0.090], [0.002, 0.001, 0.018], [0.084, -0.010, -0.057], [-0.075, 0.072, -0.061], [-0.003, 0.013, -0.001], [-0.043, -0.001, 0.011], [0.020, -0.016, -0.030], [-0.035, -0.058, -0.046], [0.004, 0.036, 0.025], [0.043, 0.012, -0.005], [0.008, 0.004, 0.003], [0.002, 0.008, 0.022], [0.000, 0.019, -0.004], [0.037, -0.018, -0.004], [-0.018, -0.071, 0.004], [0.010, -0.001, 0.005], [0.002, -0.012, 0.005], [0.014, 0.004, -0.021], [-0.018, 0.008, -0.014], [0.053, 0.114, -0.082], [0.000, 0.032, 0.003], [-0.005, -0.001, 0.073], [0.008, 0.005, 0.007], [0.112, -0.005, 0.061], [0.010, -0.007, 0.001], [0.000, -0.134, -0.045], [-0.004, 0.011, 0.002], [0.003, 0.013, 0.006], [0.010, -0.007, 0.004], [0.015, -0.042, 0.033], [0.008, 0.004, 0.005], [0.006, -0.004, 0.000], [0.016, 0.017, 0.027], [0.044, 0.028, 0.038], [0.071, -0.025, -0.061], [0.002, 0.001, -0.005], [0.016, -0.016, 0.009], [-0.034, 0.032, -0.036], [-0.082, 0.020, 0.039], [-0.014, 0.055, 0.024]]}

Sequential gap between HOMO and LUMO output: 8.79, 7.97 eV